Molecular formula: C22H24Cl3N2OP2RbS
Method: DFT, ωB97M-V/def2-TZVPD

Cartesian coordinates (Å):
Rb: -0.5929 -1.0294 0.1550
C: 1.1645 2.7994 1.4471
P: 0.1297 2.1242 0.0770
C: 1.1297 2.7179 -1.3543
C: -1.2385 3.3626 0.0587
C: -0.9832 4.7351 0.0506
C: -2.0172 5.6533 0.0445
C: -3.3340 5.2108 0.0467
C: -3.6021 3.8544 0.0517
C: -2.5681 2.9169 0.0563
P: -2.9155 1.1078 0.0550
C: -4.1350 0.9897 -1.3215
C: -4.0731 0.9814 1.4841
H: 1.3872 3.8591 1.3212
H: 2.1017 2.2421 1.4717
H: 0.6473 2.6536 2.3958
H: 1.3663 3.7799 -1.2836
H: 0.5825 2.5337 -2.2791
H: 2.0577 2.1442 -1.3796
H: 0.0371 5.0998 0.0492
H: -1.8002 6.7139 0.0391
H: -4.1477 5.9249 0.0437
H: -4.6342 3.5245 0.0517
H: -4.9778 1.6698 -1.1951
H: -4.5045 -0.0366 -1.3536
H: -3.6368 1.2054 -2.2666
H: -4.9063 1.6806 1.4069
H: -3.5302 1.1711 2.4102
H: -4.4613 -0.0381 1.5142
Cl: -3.5752 -8.0268 0.0768
C: -2.5402 -6.6266 0.0527
C: -3.0945 -5.3614 0.0709
C: -2.2575 -4.2631 0.0499
Cl: -2.9816 -2.6701 0.0771
C: -0.8352 -4.3276 0.0060
O: -0.0846 -3.3024 -0.0171
C: -0.3527 -5.6711 -0.0063
Cl: 1.3709 -5.8802 -0.0546
C: -1.1623 -6.7856 0.0148
H: -4.1673 -5.2294 0.1018
H: -0.7242 -7.7737 0.0021
N: 7.1070 -1.4005 -1.0851
C: 6.5220 -0.9708 0.0428
S: 7.4367 -0.5668 1.3551
C: 5.0336 -0.8674 0.0355
C: 4.3455 -0.5484 1.2026
C: 2.9689 -0.4340 1.1626
N: 2.2442 -0.5971 0.0558
C: 2.8969 -0.9300 -1.0511
C: 4.2734 -1.0736 -1.1143
H: 8.1086 -1.4890 -1.0824
H: 6.5945 -1.7303 -1.8824
H: 4.8939 -0.3993 2.1209
H: 2.4180 -0.1928 2.0656
H: 2.2930 -1.0900 -1.9378
H: 4.7231 -1.3438 -2.0591

The calculation puts the relative energy (zero: lowest compared OMol25 entry of this formula, charge and spin) at 0.8148 eV. The calculation puts the HOMO-LUMO gap at 5.959 eV. The value obtained for the molecular weight is 618.29 Da. The LUMO energy is -0.02976 hartree.

These are the Löwdin partial charges, in e, on atoms 1 to 4: number 1, Rb, carries 0.8350; number 2, C, carries -0.2743; number 3, P, carries 0.8034; number 4, C, carries -0.2734